67
Properties=species:S:1:pos:R:3:forces:R:3:mulliken_charge:R:1 method="wB97M-V/def2-TZVPD" multiplicity=1 e_above_lowest_kj_mol=0.0 total_charge=-1
Ti 0.125569 -1.264107 -0.064292 -0.02 0.74 -0.41 0.71
S -1.837584 0.162811 -0.033694 0.34 -0.20 0.18 -0.41
C -1.634307 1.485602 -1.153990 -0.13 -0.01 0.08 0.53
C -2.608535 2.485105 -1.259480 -0.02 -0.04 -0.02 -0.88
C -2.442098 3.548173 -2.126583 0.05 -0.02 -0.01 -0.67
C -1.295473 3.620000 -2.919964 -0.03 -0.01 0.05 -0.56
C -0.334436 2.631332 -2.830488 0.03 -0.03 0.01 -0.83
C -0.486409 1.560614 -1.939366 0.14 0.08 -0.12 0.67
S 0.756019 0.343858 -1.806452 -0.30 -0.36 0.53 -0.32
C 2.045312 -2.291338 -2.781307 -0.09 -0.26 -0.15 -1.23
C 2.722055 -2.041964 -1.649300 0.04 -0.13 0.28 1.01
C 4.179835 -1.926176 -1.695011 -0.18 0.04 -0.12 -1.22
C 4.917643 -1.852404 -0.583843 0.05 -0.04 0.23 -0.62
C 4.255510 -1.899477 0.693559 0.19 0.02 -0.09 -0.80
C 2.906848 -1.928210 0.728805 -0.22 -0.18 -0.10 0.51
C 2.198439 -1.960535 2.044441 0.03 0.11 0.13 -1.12
S -1.263904 -2.217190 1.734887 0.03 0.13 -0.04 -0.42
C -0.953091 -1.381762 3.232567 -0.02 -0.06 0.01 1.01
C -1.854615 -1.512442 4.299019 0.02 -0.02 -0.01 -0.85
C -1.589751 -0.953437 5.535659 -0.01 -0.01 -0.03 -0.49
C -0.416065 -0.238515 5.755514 0.00 -0.03 0.00 -0.66
C 0.470524 -0.070179 4.706116 -0.01 0.00 -0.01 -0.68
C 0.203646 -0.629782 3.459380 0.01 0.18 0.08 -0.03
S 1.350912 -0.341337 2.150365 -0.16 -0.46 -0.65 -0.04
N 2.083444 -1.899500 -0.386323 0.22 0.46 0.07 0.98
H -3.498008 2.407253 -0.644839 0.01 0.02 0.01 0.45
H -3.197837 4.321864 -2.187049 -0.01 0.00 -0.01 0.35
H -1.155275 4.450496 -3.601314 0.00 -0.01 -0.01 0.34
H 0.556476 2.670671 -3.446359 0.01 0.02 0.02 0.43
H 2.587197 -2.340678 -3.716154 0.01 0.00 0.01 0.20
H 0.983203 -2.472104 -2.806931 0.00 0.11 0.00 0.18
H 4.639536 -1.948111 -2.675286 -0.03 0.07 -0.01 0.36
H 5.997930 -1.785080 -0.636612 -0.01 0.00 0.01 0.38
H 4.811775 -1.893122 1.620446 0.02 -0.04 -0.01 0.41
H 2.890862 -2.072122 2.875528 0.03 0.02 -0.02 0.56
H 1.443395 -2.747769 2.061514 0.03 -0.04 0.03 0.16
H -2.769075 -2.066266 4.128896 0.01 -0.01 0.03 0.45
H -2.308491 -1.072956 6.337620 0.01 -0.01 0.00 0.35
H -0.194820 0.174632 6.730962 -0.03 0.05 -0.02 0.37
H 1.383198 0.497904 4.840322 -0.01 0.01 -0.01 0.42
S 0.718038 -4.632094 0.249986 -0.15 -0.18 0.00 -0.32
C -0.467197 -4.080224 -0.769471 0.07 0.15 -0.15 0.08
N -0.746465 -2.799285 -1.143521 -0.07 -0.46 0.17 1.02
C -1.767945 -2.741198 -2.110323 0.24 0.08 0.06 -0.63
C -2.195687 -1.606546 -2.791204 -0.03 0.04 -0.05 -0.06
C -3.206544 -1.724288 -3.731397 0.00 -0.01 0.01 -1.00
C -3.786426 -2.957477 -4.019862 0.02 -0.01 0.01 -0.48
C -3.340098 -4.099925 -3.375145 0.01 0.02 0.01 -0.49
C -2.330391 -3.977838 -2.431543 -0.04 -0.10 -0.02 0.89
S -1.544153 -5.236496 -1.527395 -0.04 -0.01 -0.08 -0.34
H -1.736540 -0.650443 -2.598731 0.01 0.00 -0.01 0.33
H -3.542486 -0.835759 -4.250945 0.01 0.00 -0.01 0.41
H -4.573189 -3.028319 -4.760362 -0.01 0.00 0.01 0.36
H -3.757312 -5.072085 -3.606014 -0.01 0.01 0.00 0.37
N 0.705452 6.394346 1.215027 -0.04 -0.03 -0.07 -0.56
C 0.674436 5.006848 1.165635 0.03 0.04 0.03 1.02
C -0.373558 4.286585 1.733144 -0.01 0.00 -0.01 -0.79
C -0.385472 2.909013 1.597442 0.00 -0.02 0.00 -0.60
N 0.553459 2.211038 0.963957 0.00 0.49 0.20 0.19
C 1.557659 2.907896 0.439312 0.03 -0.06 0.02 -0.60
C 1.668510 4.285061 0.507968 -0.01 0.01 -0.02 -0.84
H 0.157295 6.825279 1.939401 0.02 0.00 0.03 0.22
H 1.602644 6.824258 1.069781 0.01 0.00 0.04 0.22
H -1.172606 4.795370 2.259573 -0.02 -0.02 -0.02 0.30
H -1.203043 2.325621 2.011887 -0.01 0.01 -0.01 0.54
H 2.315073 2.323084 -0.074950 0.00 0.01 -0.02 0.42
H 2.506996 4.793823 0.046789 0.00 -0.02 -0.01 0.32

=====

67
Properties=species:S:1:pos:R:3:forces:R:3:mulliken_charge:R:1 method="wB97M-V/def2-TZVPD" multiplicity=1 energy_ev=-122170.3810 total_charge=+4
Ta -0.463440 -0.444567 0.004213 -0.26 -0.53 -0.11 0.86
N -1.141789 -2.483754 3.694727 0.00 -0.04 0.00 0.03
C -0.483283 -1.422240 4.318628 -0.01 -0.04 0.04 0.19
C -0.211985 -1.197496 5.661179 0.01 0.03 0.00 -1.14
C 0.485694 -0.043938 5.953137 -0.01 -0.01 -0.01 -0.64
C 0.888363 0.837914 4.938489 0.00 0.01 0.00 -0.87
C 0.604165 0.605115 3.605294 0.00 0.01 0.00 -0.24
C -0.098670 -0.556451 3.295930 0.03 0.04 -0.05 0.47
N -0.529888 -1.114108 2.064221 -0.10 0.10 -0.10 0.08
C -1.143378 -2.269529 2.393275 0.05 0.03 0.12 0.40
C -1.672274 -3.082043 1.324597 0.00 0.02 -0.11 -0.26
C -2.262101 -4.301384 1.272750 -0.02 -0.03 0.07 -0.31
S -2.608095 -4.713741 -0.345910 -0.02 -0.03 -0.02 0.03
C -1.956572 -3.255484 -0.873738 0.04 0.03 0.06 -0.19
N -1.499004 -2.477542 0.095797 0.10 -0.08 -0.30 -0.12
H -1.546021 -3.282275 4.167287 0.00 0.00 0.01 0.28
H -0.523873 -1.885785 6.435342 0.00 0.00 0.00 0.48
H 0.730243 0.185524 6.981099 0.00 0.00 0.00 0.45
H 1.440177 1.726561 5.213723 0.00 0.00 0.00 0.47
H 0.928189 1.302722 2.845812 0.00 -0.01 -0.02 0.45
H -2.505964 -4.976526 2.079845 0.00 0.00 0.00 0.46
H -1.918160 -2.990348 -1.920322 -0.01 0.00 0.00 0.34
Se 4.513532 -3.275406 -5.269580 0.06 -0.06 -0.05 0.47
N 2.860792 -2.670702 -5.393267 -0.07 0.06 0.01 -0.80
C 2.510419 -2.263663 -4.195755 0.00 -0.01 -0.01 0.94
C 1.212038 -1.690209 -3.889155 0.01 -0.01 -0.03 0.11
C 0.215544 -1.487373 -4.852390 -0.02 0.00 -0.01 -0.58
C -0.982454 -0.913796 -4.471705 -0.01 -0.01 0.02 -0.96
C -1.177775 -0.570596 -3.143732 -0.07 0.03 0.06 -0.25
N -0.242955 -0.769110 -2.194691 0.15 -0.01 0.16 0.10
C 0.949506 -1.309975 -2.575007 -0.03 -0.02 -0.14 -0.23
C 1.953093 -1.445492 -1.544008 0.09 -0.05 0.07 0.20
N 1.609888 -0.988314 -0.306095 -0.05 -0.08 -0.06 -0.01
C 2.522222 -1.052927 0.680453 0.01 0.01 0.00 0.10
C 3.785971 -1.588308 0.483304 -0.01 0.02 0.02 -1.04
C 4.137561 -2.054480 -0.766780 0.02 0.00 0.02 -0.44
C 3.207973 -1.978154 -1.814451 0.01 0.00 -0.02 0.11
C 3.494271 -2.411110 -3.170825 0.01 -0.01 0.01 0.98
N 4.637313 -2.937618 -3.541621 0.00 0.05 0.06 -0.81
H 0.404509 -1.774397 -5.880360 0.01 0.00 0.00 0.62
H -1.768910 -0.726091 -5.189725 0.00 0.00 0.00 0.50
H -2.108597 -0.119885 -2.826492 0.00 0.02 0.01 0.56
H 2.223026 -0.665346 1.644445 0.00 0.01 0.02 0.36
H 4.481955 -1.622165 1.309908 0.00 0.00 0.00 0.50
H 5.120519 -2.468320 -0.959209 0.00 0.00 -0.01 0.62
C -0.183488 4.721914 -1.564831 0.05 -0.02 -0.06 -0.80
N 0.079088 4.490208 -0.126727 -0.26 0.09 0.10 0.10
C 1.082697 5.385065 0.488315 -0.05 0.01 0.06 -0.86
C -0.556793 3.625641 0.565175 0.33 -0.32 -0.19 -0.08
C -1.627708 2.731714 0.051266 -0.30 0.14 0.05 0.49
C -2.865406 3.307164 -0.185054 0.14 0.02 -0.01 -0.35
C -3.989353 2.527137 -0.495051 -0.05 -0.04 -0.02 -0.99
C -3.896401 1.154666 -0.553782 -0.09 -0.08 -0.03 -1.11
C -2.644123 0.576620 -0.318615 0.06 0.36 0.03 -0.37
C -1.506528 1.327536 -0.028293 -0.07 0.10 -0.02 1.08
H 0.597796 5.365873 -1.955812 0.02 -0.02 0.00 0.39
H -1.143369 5.218213 -1.689224 0.00 0.03 0.03 0.35
H -0.184373 3.773228 -2.096052 -0.03 0.00 0.02 0.32
H 2.020507 5.266159 -0.050381 0.00 0.01 -0.01 0.39
H 1.207727 5.134454 1.537549 0.00 0.01 0.00 0.33
H 0.734593 6.412508 0.389100 0.00 0.00 -0.03 0.40
H -0.309377 3.558960 1.621735 0.08 0.00 -0.02 0.51
H 0.424958 0.636136 0.929634 0.46 0.33 0.44 -0.33
H -2.986892 4.380816 -0.094085 -0.03 -0.01 -0.02 0.62
H -4.943807 3.010491 -0.660692 0.01 0.02 0.00 0.47
H -4.767157 0.545195 -0.754650 -0.01 0.01 0.01 0.56
H -2.614379 -0.526861 -0.348160 -0.17 -0.08 -0.03 0.59

=====

| no. | strongest force on any atom (eV Å⁻¹) |
| --- | --- |
| 1 | 0.841 |
| 2 | 0.719 |